Here is a 2-piece molecular cluster, C35H36N5 overall in a non-equilibrium geometry from OMol25. Energies are from wB97M-V/def2-TZVPD.

The LUMO energy is -4.76 eV. The calculation puts the HOMO energy at -10.99 eV. The calculation puts the energy at -44321.0409 eV. The value obtained for the gap between HOMO and LUMO is 6.23 eV. As for the total charge: +1.

Each line ends with the Mulliken charge.
Geometry (Å):
N  2.328  -2.707  -1.525  -1.162
N  1.304  -2.481  -1.052  0.614
N  0.166  -2.187  -0.625  0.242
C  0.017  -2.406  0.819  3.453
C  -1.465  -2.729  1.061  -0.955
C  -1.844  -3.602  2.085  -0.344
C  -3.179  -4.002  2.219  -0.863
C  -4.151  -3.471  1.370  -0.661
C  -3.793  -2.509  0.416  -0.853
C  -2.446  -2.170  0.238  0.251
C  0.854  -3.640  1.194  -0.492
C  0.855  -4.730  0.313  -0.150
C  1.643  -5.853  0.589  -0.936
C  2.355  -5.927  1.795  -0.576
C  2.262  -4.884  2.718  -0.950
C  1.505  -3.744  2.423  -0.119
C  0.412  -1.095  1.548  -0.543
C  -0.680  -0.040  1.749  -0.439
C  0.085  1.208  2.201  0.097
C  1.554  0.911  1.852  -0.988
N  1.497  -0.272  0.975  -0.275
H  -1.095  -4.008  2.769  0.435
H  -3.448  -4.735  2.982  0.414
H  -5.190  -3.787  1.462  0.398
H  -4.546  -2.027  -0.211  0.393
H  -2.143  -1.481  -0.554  0.312
H  0.220  -4.735  -0.579  0.409
H  1.686  -6.655  -0.151  0.415
H  2.964  -6.801  2.019  0.391
H  2.764  -4.939  3.683  0.448
H  1.430  -2.946  3.166  0.352
H  0.751  -1.387  2.552  0.177
H  -1.143  0.150  0.769  -0.379
H  -1.470  -0.362  2.436  0.816
H  -0.286  2.077  1.652  -0.525
H  -0.031  1.410  3.275  0.551
H  2.075  1.759  1.396  0.412
H  2.086  0.653  2.789  0.372
H  2.397  -0.766  0.933  0.270
C  1.663  5.607  0.178  -1.872
C  0.617  4.575  0.145  -0.277
N  -0.611  4.803  0.686  0.364
C  -0.966  5.971  1.475  -0.949
C  -1.517  3.811  0.280  0.218
C  -0.811  2.919  -0.564  1.122
C  -1.464  1.811  -1.077  -0.250
C  -2.795  1.580  -0.710  -0.357
C  -3.462  2.438  0.179  -0.977
C  -2.821  3.575  0.700  -1.266
C  0.600  3.314  -0.541  1.449
C  1.657  2.494  -0.938  -0.995
C  1.581  1.696  -2.155  -0.174
C  1.246  0.323  -2.058  0.007
C  1.086  -0.464  -3.194  0.002
C  1.417  0.059  -4.450  0.661
C  1.394  -0.866  -5.621  -1.529
C  1.760  1.406  -4.570  -1.045
C  1.866  2.213  -3.445  -0.620
H  2.504  5.270  -0.440  0.458
H  1.270  6.541  -0.262  0.414
H  2.032  5.821  1.193  0.372
H  -1.935  5.797  1.948  0.339
H  -0.216  6.175  2.252  0.350
H  -1.048  6.863  0.837  0.351
H  -0.935  1.165  -1.766  0.499
H  -3.323  0.720  -1.123  0.521
H  -4.494  2.219  0.446  0.413
H  -3.306  4.247  1.404  0.334
H  2.648  2.656  -0.489  0.754
H  1.090  -0.070  -1.053  0.281
H  0.721  -1.487  -3.146  0.557
H  1.669  -0.336  -6.537  0.371
H  2.091  -1.703  -5.474  0.318
H  0.396  -1.300  -5.752  0.359
H  1.947  1.802  -5.571  0.340
H  2.151  3.262  -3.534  0.445